## P
This record from the OMol25 dataset describes a cluster of 2 separate species, C2H6Se in total. The level of theory is wB97M-V/def2-TZVPD.

Structure (ORCA input):
```
! RIJCOSX wB97M-V def2-TZVPD def2/J DEFGRID3
* xyz 0 1
C -0.44 -0.54 -0.69
H 1.35 -0.99 0.47
H -2.74 -0.38 2.29
H 0.31 -0.16 1.31
H 1.23 0.69 0.03
H -0.36 0.07 -1.56
Se -2.22 0.00 -0.15
C 0.72 -0.24 0.30
H -0.52 -1.50 -1.09
*
```

Molecular weight ... 109.03 g mol⁻¹
Orbital gap (spin up / spin down) ... 0.2505 / 0.2504 hartree

Taken from the natural (NBO) analysis, the atomic charges in e are:
1 C -0.586
2 H 0.215
3 H -0.020
4 H 0.220
5 H 0.217
6 H 0.225
7 Se 0.138
8 C -0.619
9 H 0.211

## Q
This record from the OMol25 dataset describes the molecule C2H6Se. The level of theory is wB97M-V/def2-TZVPD.

Structure (ORCA input):
```
! RIJCOSX wB97M-V def2-TZVPD def2/J DEFGRID3
* xyz 0 1
C 0.23 -0.29 0.45
H -0.49 0.14 -1.66
H -0.05 -0.73 1.47
H 1.84 1.97 0.12
Se 0.93 1.45 1.18
H 1.36 -0.97 0.22
H -1.66 0.19 -0.29
H -1.32 -1.41 -0.83
C -0.84 -0.36 -0.65
*
```

Molecular weight ... 109.03 g mol⁻¹
SMILES ... CC[SeH]
Orbital gap ... 0.3534 hartree

Taken from the natural (NBO) analysis, the atomic charges in e are:
1 C -0.551
2 H 0.221
3 H 0.226
4 H 0.077
5 Se 0.020
6 H 0.215
7 H 0.214
8 H 0.227
9 C -0.649

## R
This record from the OMol25 dataset describes a cluster of 2 separate species, C2H6Se in total. The level of theory is wB97M-V/def2-TZVPD.

Structure (ORCA input):
```
! RIJCOSX wB97M-V def2-TZVPD def2/J DEFGRID3
* xyz 0 1
H -2.46 -0.02 -0.41
H 1.20 -1.87 1.55
H -1.28 1.22 0.04
H -0.75 -0.29 -0.77
Se -0.55 0.49 2.64
H 1.12 -1.57 2.25
C -1.45 0.11 -0.03
H -0.34 -0.82 3.33
C -1.27 -0.55 1.25
*
```

Molecular weight ... 109.03 g mol⁻¹
Orbital gap ... 0.2950 hartree

Taken from the natural (NBO) analysis, the atomic charges in e are:
1 H 0.258
2 H 0.016
3 H 0.171
4 H 0.270
5 Se 0.167
6 H -0.023
7 C -0.805
8 H 0.101
9 C -0.155

Quick look at relative energies in hartree: P 0.0976; Q 0.0000; R 0.1124.

## P
This record from the OMol25 dataset describes the molecule C3H3N5. The level of theory is wB97M-V/def2-TZVPD.

Structure (ORCA input):
```
! RIJCOSX wB97M-V def2-TZVPD def2/J DEFGRID3
* xyz 0 1
N 0.52 1.27 0.54
H 2.71 -0.78 -0.93
C 0.24 -1.04 0.56
H 0.50 -1.82 1.42
N -1.73 -0.43 -0.52
N 2.20 0.16 -0.57
N -0.97 -1.31 0.24
C -1.50 0.78 -0.35
C 1.02 0.06 -0.02
H -2.37 1.43 -0.78
N -0.62 1.67 0.41
*
```

Molecular weight ... 109.09 g mol⁻¹
SMILES ... [H]/N=c1\cnncnn1
Orbital gap ... 0.3205 hartree

Taken from the natural (NBO) analysis, the atomic charges in e are:
1 N -0.094
2 H 0.370
3 C -0.016
4 H 0.248
5 N -0.243
6 N -0.533
7 N -0.211
8 C 0.147
9 C 0.251
10 H 0.188
11 N -0.107

## Q
This record from the OMol25 dataset describes the molecule C3H3N5. The level of theory is wB97M-V/def2-TZVPD.

Structure (ORCA input):
```
! RIJCOSX wB97M-V def2-TZVPD def2/J DEFGRID3
* xyz 0 1
N -0.63 0.99 -1.01
C -0.08 0.95 0.30
N -1.57 -1.02 -0.85
N -0.75 -1.76 -0.22
H -0.60 2.77 0.78
C 0.80 -0.14 0.55
N -0.87 -0.05 -1.71
C 0.61 -1.45 0.09
H 1.68 0.02 1.07
N 0.03 1.98 1.16
H 1.39 -2.28 -0.16
*
```

Molecular weight ... 109.09 g mol⁻¹
SMILES ... [H]/N=c1/ccnnnn1
Orbital gap ... 0.2698 hartree

Taken from the natural (NBO) analysis, the atomic charges in e are:
1 N -0.169
2 C 0.269
3 N 0.007
4 N -0.145
5 H 0.341
6 C -0.245
7 N 0.066
8 C -0.058
9 H 0.234
10 N -0.554
11 H 0.254

## R
This record from the OMol25 dataset describes the molecule C3H3N5. The level of theory is wB97M-V/def2-TZVPD.

Structure (ORCA input):
```
! RIJCOSX wB97M-V def2-TZVPD def2/J DEFGRID3
* xyz 0 1
N 0.31 -0.46 -0.03
C 0.42 -1.05 1.20
H 0.12 -1.72 -1.61
N 0.52 -0.16 2.09
N -0.51 1.42 -0.88
N -0.46 0.41 -1.87
C -0.15 -0.63 -1.24
N 0.29 1.15 1.46
H -0.93 2.42 -0.99
H 0.30 -2.21 1.59
C 0.08 0.82 0.27
*
```

Molecular weight ... 109.09 g mol⁻¹
SMILES ... c1nnc2[nH]ncn12
Orbital gap ... 0.3638 hartree

Taken from the natural (NBO) analysis, the atomic charges in e are:
1 N -0.422
2 C 0.137
3 H 0.210
4 N -0.259
5 N -0.451
6 N -0.237
7 C 0.199
8 N -0.346
9 H 0.453
10 H 0.241
11 C 0.475

## S
This record from the OMol25 dataset describes the molecule C3H3N5. The level of theory is wB97M-V/def2-TZVPD.

Structure (ORCA input):
```
! RIJCOSX wB97M-V def2-TZVPD def2/J DEFGRID3
* xyz 0 1
C 1.00 0.24 -0.03
N -1.76 0.40 0.53
N -1.11 1.36 -0.28
N 0.62 -0.95 -0.80
C -1.34 -0.83 0.42
N 1.97 0.21 0.78
N -0.51 -1.41 -0.55
H 2.37 -0.68 0.73
H 0.55 2.00 -1.16
H -1.91 -1.61 0.94
C 0.11 1.28 -0.56
*
```

Molecular weight ... 109.09 g mol⁻¹
SMILES ... [H]/N=c1/cnncnn1
Orbital gap ... 0.3325 hartree

Taken from the natural (NBO) analysis, the atomic charges in e are:
1 C 0.296
2 N -0.222
3 N -0.198
4 N -0.117
5 C 0.132
6 N -0.548
7 N -0.137
8 H 0.349
9 H 0.215
10 H 0.208
11 C 0.022

Quick look at relative energies in hartree: P 0.0719; Q 0.1044; R 0.0000; S 0.0298.

## P
This record from the OMol25 dataset describes a cluster of 2 separate species, C6H6N in total. The level of theory is wB97M-V/def2-TZVPD.

Structure (ORCA input):
```
! RIJCOSX wB97M-V def2-TZVPD def2/J DEFGRID3
* xyz 1 1
H -1.65 1.88 1.78
H -2.93 -1.83 -0.54
C 0.28 1.81 0.60
H 2.88 2.92 -1.13
C 1.42 1.88 -0.21
H -1.82 -2.20 -1.84
H 3.06 0.92 -1.13
N -0.20 -2.06 0.96
H 0.28 -2.62 1.67
C -0.78 1.74 1.23
C -1.13 -2.27 0.25
C 2.50 1.85 -0.85
C -1.92 -2.02 -0.78
*
```

Molecular weight ... 92.12 g mol⁻¹
Orbital gap ... 0.1446 hartree

Taken from the natural (NBO) analysis, the atomic charges in e are:
1 H 0.266
2 H 0.237
3 C -0.117
4 H 0.358
5 C 0.390
6 H 0.258
7 H 0.356
8 N -0.674
9 H 0.408
10 C 0.182
11 C 0.441
12 C -0.438
13 C -0.668

## Q
This record from the OMol25 dataset describes the ion C6H6N with charge +1. The level of theory is wB97M-V/def2-TZVPD.

Structure (ORCA input):
```
! RIJCOSX wB97M-V def2-TZVPD def2/J DEFGRID3
* xyz 1 1
H 0.10 -1.56 1.44
H 1.84 -0.07 0.14
C 0.18 -0.45 1.34
H -0.62 -1.54 -2.84
H -1.36 0.69 2.86
C 1.14 0.45 0.76
N -1.22 1.10 0.86
H 1.27 1.52 0.97
C -0.26 -0.61 -2.51
C -0.89 0.45 1.89
H 0.14 -0.12 -3.51
C -0.17 0.35 -0.09
C -0.14 -0.20 -1.32
*
```

Molecular weight ... 92.12 g mol⁻¹
Orbital gap ... 0.3256 hartree

Taken from the natural (NBO) analysis, the atomic charges in e are:
1 H 0.303
2 H 0.254
3 C -0.065
4 H 0.299
5 H 0.265
6 C -0.326
7 N -0.254
8 H 0.295
9 C -0.403
10 C 0.064
11 H 0.326
12 C -0.033
13 C 0.274

## R
This record from the OMol25 dataset describes a cluster of 2 separate species, C6H6N in total. The level of theory is wB97M-V/def2-TZVPD.

Structure (ORCA input):
```
! RIJCOSX wB97M-V def2-TZVPD def2/J DEFGRID3
* xyz 1 1
C 0.60 2.23 -2.46
C 0.66 2.95 -3.40
C 0.14 0.69 -0.68
H 0.40 3.80 -3.99
H -0.32 -2.90 1.22
C 0.12 0.49 0.67
N -0.43 -0.89 0.67
H -1.20 -1.90 2.42
C 0.33 -0.67 -0.62
C -0.24 -1.96 1.74
H 0.74 0.78 1.59
H 0.59 -1.99 2.41
H -1.39 -0.65 0.42
*
```

Molecular weight ... 92.12 g mol⁻¹
Orbital gap (spin up / spin down) ... 0.2901 / 0.2901 hartree

Taken from the natural (NBO) analysis, the atomic charges in e are:
1 C 0.141
2 C -0.294
3 C 0.087
4 H 0.279
5 H 0.259
6 C 0.006
7 N -0.412
8 H 0.254
9 C 0.103
10 C -0.424
11 H 0.274
12 H 0.265
13 H 0.461

Quick look at relative energies in hartree: P 0.0545; Q 0.0000; R 0.2529.

## P
This record from the OMol25 dataset describes the molecule H10N4Si2. The level of theory is wB97M-V/def2-TZVPD.

Structure (ORCA input):
```
! RIJCOSX wB97M-V def2-TZVPD def2/J DEFGRID3
* xyz 0 1
H -0.52 0.03 2.36
H 1.64 -2.79 0.74
Si -0.74 0.47 0.96
H -2.89 -0.35 0.00
N -2.24 0.35 0.10
N 1.19 -2.35 -0.08
N 1.37 -0.36 -2.03
H -2.79 1.20 0.05
H 0.53 -0.63 -2.48
H 2.83 -0.27 -0.01
Si 1.37 -0.62 -0.28
H 1.61 0.61 -2.23
N -0.52 2.20 1.00
H -1.18 2.77 0.55
H 0.38 -2.80 -0.43
H -0.03 2.54 1.79
*
```

Molecular weight ... 122.28 g mol⁻¹
SMILES ... N[SiH](N)[SiH](N)N
Orbital gap ... 0.3032 hartree

Taken from the natural (NBO) analysis, the atomic charges in e are:
1 H -0.229
2 H 0.396
3 Si 1.299
4 H 0.391
5 N -1.293
6 N -1.314
7 N -1.271
8 H 0.387
9 H 0.374
10 H -0.187
11 Si 1.209
12 H 0.379
13 N -1.307
14 H 0.386
15 H 0.385
16 H 0.393

## Q
This record from the OMol25 dataset describes a cluster of 2 separate species, H10N4Si2 in total. The level of theory is wB97M-V/def2-TZVPD.

Structure (ORCA input):
```
! RIJCOSX wB97M-V def2-TZVPD def2/J DEFGRID3
* xyz 0 1
N 2.45 1.13 -0.45
H 2.16 1.65 0.36
Si 1.94 -0.61 -0.46
H -2.07 0.02 2.04
Si -3.49 0.07 0.22
H 0.01 -1.20 1.06
H -4.44 0.51 -1.84
N 1.08 -1.19 0.96
N -2.02 0.15 1.12
H 3.26 -1.36 -0.62
H -4.21 -0.68 1.24
H 1.30 -1.01 -1.65
H 2.28 1.62 -1.33
H -1.39 0.77 0.57
H 1.50 -0.82 1.80
N -3.67 0.84 -1.20
*
```

Molecular weight ... 122.28 g mol⁻¹
SMILES ... [H]/N=[SiH]/N.N[SiH2]N
Orbital gap ... 0.3673 hartree

Taken from the natural (NBO) analysis, the atomic charges in e are:
1 N -1.286
2 H 0.383
3 Si 1.466
4 H 0.393
5 Si 1.702
6 H 0.418
7 H 0.393
8 N -1.301
9 N -1.290
10 H -0.230
11 H -0.232
12 H -0.227
13 H 0.392
14 H 0.420
15 H 0.381
16 N -1.384

Quick look at relative energies in hartree: P 0.0000; Q 0.0587.

## P
This record from the OMol25 dataset describes the molecule C3H7PS. The level of theory is wB97M-V/def2-TZVPD.

Structure (ORCA input):
```
! RIJCOSX wB97M-V def2-TZVPD def2/J DEFGRID3
* xyz 0 1
P 0.91 -1.45 -1.94
H 0.18 1.69 -0.08
C 0.18 0.84 0.56
H 2.04 1.18 1.36
H -1.84 0.59 0.26
H -1.22 -1.02 0.66
C 1.20 0.44 1.24
H 1.50 -0.35 1.95
H 1.20 -0.48 -2.85
S -0.92 -0.57 -1.72
H -1.91 -1.56 -1.70
C -0.98 -0.07 0.21
*
```

Molecular weight ... 106.13 g mol⁻¹
Orbital gap ... 0.2808 hartree

Taken from the natural (NBO) analysis, the atomic charges in e are:
1 P -0.265
2 H 0.210
3 C -0.231
4 H 0.190
5 H 0.212
6 H 0.224
7 C -0.334
8 H 0.219
9 H -0.036
10 S 0.184
11 H 0.125
12 C -0.497

## Q
This record from the OMol25 dataset describes a cluster of 2 separate species, C3H7PS in total. The level of theory is wB97M-V/def2-TZVPD.

Structure (ORCA input):
```
! RIJCOSX wB97M-V def2-TZVPD def2/J DEFGRID3
* xyz 0 1
H -1.89 -1.87 1.29
P -2.10 -0.34 -0.68
C -2.59 -1.22 0.73
H 1.56 -0.07 -1.76
H -3.56 -1.22 1.16
S 2.01 -1.46 -0.06
C 1.97 1.15 0.07
H 3.05 1.66 0.02
H 1.26 2.06 -0.30
H 1.84 0.96 1.19
C 1.85 -0.05 -0.78
H -3.41 0.40 -0.89
*
```

Molecular weight ... 106.13 g mol⁻¹
SMILES ... CC=S.C=P
Orbital gap ... 0.3110 hartree

Taken from the natural (NBO) analysis, the atomic charges in e are:
1 H 0.214
2 P 0.370
3 C -0.743
4 H 0.200
5 H 0.203
6 S 0.043
7 C -0.701
8 H 0.246
9 H 0.226
10 H 0.249
11 C -0.263
12 H -0.044

Quick look at relative energies in hartree: P 0.0106; Q 0.0000.